Here is 21 unconnected molecules or ions with the total composition C18H60BrF2N3O21 in a non-equilibrium geometry from OMol25. Energies are from the ωB97M-V functional and the def2-TZVPD basis.

The calculation puts the LUMO energy at -0.18 eV. As for the HOMO-LUMO gap: 8.592 eV.

Structure (ORCA input):
```
! wB97M-V def2-TZVPD RIJCOSX def2/J DEFGRID3
* xyz 0 1
F -3.279 3.327 2.000
F -3.257 3.014 4.197
Br 3.640 -4.906 -1.490
N -0.807 -1.663 0.124
N -0.247 -0.101 -1.566
O -1.673 2.067 3.087
C -1.607 -1.725 -0.852
C -1.287 -0.787 -1.897
C 4.154 -2.268 -0.717
C 3.909 -0.961 -0.183
C 1.856 -2.662 -0.897
C 3.150 -3.105 -1.005
C 2.587 -0.557 0.002
C 1.585 -1.394 -0.397
N -2.589 -2.730 -0.682
C -2.503 3.207 3.072
C -2.045 -0.609 -3.155
C 2.115 0.624 0.671
C 0.232 -0.705 -0.254
C 0.016 2.914 1.580
C 0.485 1.041 3.359
C -0.137 1.805 0.570
C 0.268 0.028 2.292
C -0.253 2.416 3.065
C 0.591 0.481 0.809
H 5.078 -2.705 -0.831
H 4.674 -0.198 0.208
H 1.048 -3.385 -1.154
H -2.336 -3.457 0.035
H -3.104 -3.028 -1.502
H -1.953 4.123 3.254
H -1.764 -1.325 -3.932
H -3.127 -0.713 -2.986
H -1.792 0.369 -3.566
H 2.580 0.640 1.658
H 2.491 1.446 0.078
H 0.988 3.344 1.477
H -0.741 3.707 1.267
H 1.583 1.160 3.478
H 0.120 0.661 4.347
H -1.209 1.637 0.624
H 0.160 2.124 -0.446
H 0.961 -0.811 2.553
H -0.762 -0.304 2.280
H 0.094 3.217 3.792
O -1.963 5.895 5.589
H -2.894 5.658 5.904
H -2.005 6.084 4.595
O -2.153 1.108 6.032
H -2.091 1.678 5.198
H -1.350 1.310 6.613
O -2.830 -1.840 2.583
H -2.957 -0.839 2.503
H -3.549 -2.294 2.034
O 6.307 -3.637 -2.747
H 5.887 -4.542 -2.917
H 6.760 -3.665 -1.843
O -4.587 -3.743 -2.798
H -3.834 -4.088 -3.380
H -5.380 -3.544 -3.393
O -3.471 0.606 0.577
H -3.300 1.592 0.425
H -2.635 0.097 0.319
O -4.173 3.596 -0.741
H -3.893 3.963 -1.642
H -5.145 3.835 -0.592
O 0.208 -3.510 1.945
H -0.118 -2.746 1.369
H -0.131 -3.363 2.887
O -1.725 -5.115 0.889
H -0.819 -4.773 1.183
H -1.781 -6.099 1.120
O -2.116 1.639 -5.887
H -1.947 2.112 -6.765
H -1.636 0.749 -5.911
O 4.634 2.972 0.314
H 5.060 2.720 1.196
H 5.225 3.660 -0.136
O -2.168 6.672 3.023
H -2.572 6.444 2.124
H -2.594 7.529 3.351
O 0.100 -3.293 -4.079
H 0.542 -4.070 -3.604
H 0.804 -2.587 -4.251
O 0.719 -5.392 -2.565
H -0.188 -5.695 -2.233
H 1.428 -5.878 -2.031
O 0.929 5.852 0.800
H 1.905 5.592 0.738
H 0.751 6.183 1.739
O -5.731 -0.621 -2.552
H -5.999 -0.813 -3.509
H -4.941 -1.210 -2.322
O 7.185 -4.005 -0.254
H 8.173 -4.220 -0.239
H 6.703 -4.698 0.304
O -0.843 -0.732 -6.609
H -0.156 -0.442 -7.293
H -0.376 -1.301 -5.915
O 0.748 2.431 -2.828
H 1.727 2.427 -2.573
H 0.293 1.666 -2.347
O 6.690 0.416 1.688
H 7.083 -0.203 2.385
H 6.296 1.217 2.163
*
```

Atom charges from the Löwdin analysis, given in e for atoms 1 to 99: number 1, F, carries 0.12; number 2, F, carries 0.07; number 3, Br, carries 0.85; number 4, N, carries 0.14; number 5, N, carries 0.22; number 6, O, carries -0.04; number 7, C, carries -0.33; number 8, C, carries -0.25; number 9, C, carries -0.11; number 10, C, carries 0.05; number 11, C, carries -0.04; number 12, C, carries -0.60; number 13, C, carries -0.20; number 14, C, carries -0.09; number 15, N, carries 0.17; number 16, C, carries -0.44; number 17, C, carries 0.02; number 18, C, carries -0.08; number 19, C, carries -0.27; number 20, C, carries -0.11; number 21, C, carries -0.12; number 22, C, carries -0.13; number 23, C, carries -0.13; number 24, C, carries -0.22; number 25, C, carries -0.26; number 26, H, carries 0.03; number 27, H, carries 0.13; number 28, H, carries 0.11; number 29, H, carries 0.08; number 30, H, carries 0.04; number 31, H, carries 0.14; number 32, H, carries 0.07; number 33, H, carries 0.07; number 34, H, carries 0.08; number 35, H, carries 0.13; number 36, H, carries 0.12; number 37, H, carries 0.09; number 38, H, carries 0.13; number 39, H, carries 0.12; number 40, H, carries 0.12; number 41, H, carries 0.09; number 42, H, carries 0.11; number 43, H, carries 0.14; number 44, H, carries 0.09; number 45, H, carries 0.16; number 46, O, carries -0.14; number 47, H, carries 0.07; number 48, H, carries -0.02; number 49, O, carries -0.12; number 50, H, carries 0.02; number 51, H, carries 0.07; number 52, O, carries -0.12; number 53, H, carries 0.05; number 54, H, carries 0.07; number 55, O, carries -0.18; number 56, H, carries 0.01; number 57, H, carries -0.01; number 58, O, carries -0.11; number 59, H, carries 0.08; number 60, H, carries 0.08; number 61, O, carries -0.10; number 62, H, carries 0.04; number 63, H, carries 0.03; number 64, O, carries -0.11; number 65, H, carries 0.08; number 66, H, carries 0.08; number 67, O, carries -0.13; number 68, H, carries 0.01; number 69, H, carries 0.09; number 70, O, carries -0.14; number 71, H, carries 0.02; number 72, H, carries 0.08; number 73, O, carries -0.14; number 74, H, carries 0.06; number 75, H, carries 0.00; number 76, O, carries -0.11; number 77, H, carries 0.05; number 78, H, carries 0.08; number 79, O, carries -0.10; number 80, H, carries 0.11; number 81, H, carries 0.11; number 82, O, carries -0.13; number 83, H, carries 0.00; number 84, H, carries 0.07; number 85, O, carries -0.16; number 86, H, carries 0.10; number 87, H, carries 0.00; number 88, O, carries -0.12; number 89, H, carries 0.07; number 90, H, carries 0.07; number 91, O, carries -0.12; number 92, H, carries 0.07; number 93, H, carries 0.02; number 94, O, carries -0.11; number 95, H, carries 0.10; number 96, H, carries 0.10; number 97, O, carries -0.10; number 98, H, carries 0.10; number 99, H, carries 0.07